# 1
# C5H9N2

The ion C5H9N2 with charge +1 in a non-equilibrium geometry (ωB97M-V/def2-TZVPD, OMol25).

SMILES string ... [H]/N=C(\CC)[N+]#CC
HOMO energy ... -15.00 eV
Orbital gap ... 10.5 eV
DFT total energy ... -8301.60344 eV

```
! wB97M-V def2-TZVPD RIJCOSX def2/J DEFGRID3
* xyz 1 1
H 0.362 -2.523 1.299
N -0.202 -1.805 0.864
C 0.390 -0.908 0.233
C 1.823 -0.611 -0.133
C 2.038 0.846 0.288
N -0.683 -0.140 -0.334
C -1.855 -0.118 -0.451
C -3.229 0.068 -0.493
H 2.368 -1.346 0.454
H 2.168 -0.744 -1.133
H 2.025 1.425 -0.594
H 3.041 0.827 0.643
H 1.516 1.340 1.062
H -3.718 -0.965 -0.544
H -3.651 0.775 -1.279
H -3.423 0.839 0.310
*
```

# 2
# C5H9N2

The ion C5H9N2 with charge +1 in a non-equilibrium geometry (ωB97M-V/def2-TZVPD, OMol25).

SMILES string ... [H]/N=C/[C@H]1C[C@H]1[NH+]=C
HOMO energy ... -13.14 eV
Orbital gap ... 8.1 eV
DFT total energy ... -8300.73373 eV

```
! wB97M-V def2-TZVPD RIJCOSX def2/J DEFGRID3
* xyz 1 1
H -3.263 -1.826 -0.156
N -2.374 -1.347 -0.326
C -2.141 -0.110 -0.080
C -0.916 0.793 -0.270
C 0.066 1.266 0.797
C 0.691 0.588 -0.431
N 1.676 -0.546 -0.462
C 2.182 -1.322 0.406
H -3.012 0.639 0.125
H -1.218 1.498 -1.081
H 0.309 2.281 0.770
H 0.094 0.766 1.722
H 1.090 1.241 -1.274
H 1.861 -0.732 -1.511
H 2.963 -2.072 0.281
H 1.990 -1.117 1.491
*
```

Record-wise molar mass values, in Da: 97.14 97.14
Record-wise energy above the lowest of the compared OMol25 structures with the same formula, charge and spin values, in eV: 4.129 4.999